The following is a DFT calculation (ωB97M-V/def2-TZVPD) of 2 unconnected molecules or ions with the total composition C2H3Cl3S in a non-equilibrium geometry.

Atoms and positions in Å:
1 C 0.60 0.08 -0.81
2 C -1.35 -0.73 -0.62
3 S 1.51 -1.08 -1.88
4 Cl 1.18 0.50 0.77
5 Cl -2.57 0.13 -1.56
6 Cl -1.56 -0.79 1.01
7 H 0.26 0.95 -1.35
8 H -1.20 -1.63 -1.11
9 H 1.49 -2.09 -1.01

- spin multiplicity = 1
- LUMO level (eV) = 0.518

The following is a DFT calculation (ωB97M-V/def2-TZVPD) of C4H7NO in the gas phase.

Atoms and positions in Å:
1 C 1.60 0.36 -0.37
2 N 0.29 0.33 0.30
3 C -0.59 1.30 0.16
4 C -0.30 -0.83 0.74
5 C -1.40 -1.28 -0.07
6 O -2.10 -2.26 0.10
7 H 2.11 1.32 -0.19
8 H 1.45 0.22 -1.44
9 H 2.21 -0.46 0.01
10 H -1.34 1.40 0.93
11 H -0.56 1.98 -0.68
12 H 0.14 -1.43 1.52
13 H -1.50 -0.65 -1.00

- spin multiplicity = 1
- LUMO level (alpha / beta) (eV) = -0.100 / -0.099

The following is a DFT calculation (ωB97M-V/def2-TZVPD) of CH2F3OPS in the gas phase in a non-equilibrium geometry.

Atoms and positions in Å:
1 F -1.56 0.23 0.19
2 C -1.23 1.11 -0.77
3 F -2.19 1.00 -1.74
4 F -1.30 2.40 -0.33
5 S 0.35 0.45 -1.45
6 O 0.58 -0.83 -0.27
7 P 1.94 -0.89 1.18
8 H 2.44 -2.32 1.12
9 H 0.98 -1.15 2.07

- spin multiplicity = 1
- SMILES string = FC(F)(F)SOP
- LUMO level (eV) = -0.871

The following is a DFT calculation (ωB97M-V/def2-TZVPD) of 11 unconnected molecules or ions with the total composition C16H44F9N20O13S in a non-equilibrium geometry.

Atoms and positions in Å:
1 O -1.37 3.34 -1.89
2 S -0.10 2.89 -2.42
3 O 0.60 3.85 -3.25
4 O 0.78 2.33 -1.37
5 C -0.51 1.52 -3.50
6 C 0.79 0.94 -4.08
7 C 0.57 -0.31 -4.89
8 F -0.59 -0.17 -5.60
9 F 1.54 -0.50 -5.84
10 C 0.42 -1.67 -4.11
11 F 0.96 -2.67 -4.85
12 F -0.88 -1.95 -3.95
13 C 1.06 -1.77 -2.70
14 F 0.87 -3.06 -2.31
15 F 0.43 -1.00 -1.82
16 C 2.62 -1.52 -2.64
17 F 3.14 -1.25 -3.83
18 F 3.22 -2.62 -2.18
19 F 2.89 -0.54 -1.80
20 H -1.07 0.79 -2.92
21 H -1.09 1.95 -4.31
22 H 1.53 0.84 -3.28
23 H 1.21 1.68 -4.77
24 C -0.10 0.75 2.40
25 O -0.49 0.20 3.44
26 N -0.34 2.05 2.13
27 N 0.60 0.08 1.46
28 H -0.01 2.50 1.29
29 H -0.88 2.58 2.79
30 H 0.81 -0.89 1.64
31 H 0.92 0.49 0.59
32 C -1.42 -5.64 -0.87
33 O -2.05 -5.07 -1.74
34 N -1.93 -6.70 -0.17
35 N -0.14 -5.29 -0.53
36 H -1.43 -7.18 0.55
37 H -2.87 -7.00 -0.37
38 H 0.28 -4.52 -1.02
39 H 0.38 -5.76 0.18
40 C 4.38 1.96 -6.49
41 O 3.44 2.73 -6.37
42 N 5.67 2.41 -6.66
43 N 4.23 0.61 -6.46
44 H 6.46 1.80 -6.76
45 H 5.81 3.40 -6.68
46 H 3.30 0.25 -6.33
47 H 4.99 -0.04 -6.57
48 C -1.51 5.86 2.34
49 O -1.08 6.04 3.47
50 N -0.86 5.10 1.41
51 N -2.69 6.40 1.91
52 H -1.21 4.95 0.48
53 H 0.01 4.68 1.66
54 H -3.21 6.97 2.54
55 H -3.05 6.25 0.99
56 C 4.07 -1.72 1.87
57 O 3.28 -2.22 1.09
58 N 3.72 -1.41 3.16
59 N 5.36 -1.42 1.52
60 H 4.35 -0.99 3.81
61 H 2.78 -1.60 3.44
62 H 5.64 -1.61 0.58
63 H 6.02 -1.00 2.15
64 C 5.32 -5.86 0.51
65 O 5.66 -6.89 -0.05
66 N 5.32 -5.74 1.88
67 N 4.90 -4.75 -0.15
68 H 5.04 -4.91 2.36
69 H 5.62 -6.54 2.41
70 H 4.89 -4.80 -1.16
71 H 4.61 -3.89 0.28
72 C -5.88 8.39 1.96
73 O -5.49 7.34 1.48
74 N -6.02 8.57 3.31
75 N -6.19 9.48 1.19
76 H -6.33 9.42 3.73
77 H -5.80 7.79 3.90
78 H -6.08 9.38 0.20
79 H -6.50 10.35 1.56
80 C -4.95 3.93 -1.75
81 O -4.51 3.16 -2.57
82 N -6.27 3.91 -1.34
83 N -4.18 4.90 -1.14
84 H -6.64 4.54 -0.65
85 H -6.86 3.22 -1.75
86 H -3.21 4.94 -1.40
87 H -4.55 5.54 -0.46
88 C -2.84 -9.53 1.99
89 O -3.31 -8.78 1.16
90 N -3.52 -9.91 3.11
91 N -1.57 -10.05 1.87
92 H -3.15 -10.53 3.81
93 H -4.45 -9.54 3.23
94 H -1.05 -9.80 1.05
95 H -1.16 -10.67 2.54
96 C 0.33 1.09 7.37
97 O 0.80 1.23 8.50
98 N 0.96 0.39 6.39
99 N -0.87 1.62 7.00
100 H 0.57 0.27 5.47
101 H 1.85 -0.02 6.61
102 H -1.37 2.15 7.68
103 H -1.25 1.51 6.07

- spin multiplicity = 1
- total charge = -1
- LUMO level (eV) = 1.662

Q: Which value of spin multiplicity does entry 1 give?
A: 1

Q: What is the spin multiplicity in the fourth record?
A: 1

Q: What is the formula in the second record?
A: C4H7NO